1.
DFT (wB97M-V/def2-TZVPD) results for 2 unconnected molecules or ions with the total composition C6H16NO.

Structure (ORCA input):
```
! wB97M-V def2-TZVPD RIJCOSX def2/J DEFGRID3
* xyz 0 2
C 0.5703 -2.3931 -0.1195
C 0.6405 -0.9282 0.2289
C -0.7079 -0.2520 0.5005
C -1.3435 0.0778 -0.8462
C -1.0716 1.2056 -1.4882
C -1.8214 1.8018 -2.6396
N 1.5673 -0.8144 1.4484
H 0.2225 -3.1209 0.6003
H -0.1386 -2.5564 -0.9487
H 1.4757 -2.8222 -0.5585
H 1.2490 -0.5180 -0.5740
H -0.5065 0.6787 1.0227
H -1.2805 -0.9673 1.0828
H -2.2086 -0.5204 -1.1208
H -0.1049 1.6747 -1.3163
H -1.1816 2.4719 -3.2196
H -2.5881 2.4694 -2.2545
H -2.2340 1.1094 -3.3652
H 1.0460 -0.9833 2.3604
H 2.0079 0.1173 1.5236
H 2.3288 -1.4973 1.2949
H 0.8458 1.5571 3.3418
H 1.6220 2.5195 2.2810
O 1.6114 1.6903 2.7657
*
```

- E_LUMO (alpha / beta) (eV) = 1.0 / 0.6
- energy (Eh) = -368.0453
- highest occupied orbital energy (alpha / beta) (eV) = -3.064 / -9.611
- frontier orbital gap (alpha / beta) (eV) = 4.04 / 10.24
- expectation value of S² = 0.7506

---

2.
DFT (wB97M-V/def2-TZVPD) results for 3 unconnected molecules or ions with the total composition C43H52Cl2F2INO11P2S.

Structure (ORCA input):
```
! wB97M-V def2-TZVPD RIJCOSX def2/J DEFGRID3
* xyz 0 1
C 4.1348 -3.1539 1.6505
C 4.4119 -1.5732 1.6269
C 3.5135 -0.8477 0.4714
I 3.5145 1.3552 0.7066
C 2.0079 -1.4431 0.4170
C 1.1046 -1.3316 1.7055
C -0.3288 -1.9164 1.7577
C -0.8621 -2.5852 0.4483
C -0.0187 -2.6957 -0.8731
C -0.7341 -3.4363 -2.0929
O -1.0785 -2.5967 -3.2256
C -1.7137 -1.3789 -2.8459
C -1.2095 -0.0627 -3.5494
C -1.8279 1.3460 -3.2348
C -2.9793 1.4996 -2.2008
C -3.5030 0.1941 -1.5371
C -2.8832 -1.2205 -1.8443
C 1.4481 -2.1226 -0.8902
C 2.2733 -2.2641 -2.2460
C 2.4652 -3.8092 -2.7309
F 1.5866 -1.5050 -3.2923
N -1.2597 -1.8846 2.9012
C -2.2265 -0.7453 2.8402
C -3.5271 -1.1056 1.9425
C -4.1038 -2.5777 2.2037
F -4.6800 -3.0131 0.9184
C -0.5909 -2.0066 4.2061
C -1.3407 -2.7734 5.3601
O -2.6206 -3.3958 5.2029
C -2.5088 -4.7820 4.8937
O -3.2204 -5.3140 3.9935
C -1.5312 -5.8061 5.6763
C -2.0144 -6.2003 7.1151
C -1.1107 -7.1518 7.9687
C 0.2322 -7.6394 7.3117
C 0.6800 -7.2478 5.8855
C -0.2138 -6.3023 5.0363
C -0.6511 -2.8664 6.7735
C 0.7341 -2.2690 7.1067
C 1.4871 -1.5286 5.9653
C 2.9236 -0.9284 6.3338
Cl 3.2400 0.8917 6.3350
C 3.9523 -1.8587 6.6696
C 5.4462 -1.4118 7.1115
Cl 3.6933 -3.6892 6.6369
C 0.8045 -1.4159 4.5822
S 1.6943 -0.4846 3.2670
H 3.1030 -3.4059 2.0673
H 4.9427 -3.7599 2.2058
H 4.1447 -3.5584 0.5640
H 4.3362 -1.0564 2.6397
H 5.5134 -1.4479 1.2876
H 4.0891 -1.0265 -0.5010
H -1.9206 -3.0215 0.4617
H -0.1492 -4.3458 -2.4948
H -1.7334 -3.8812 -1.7064
H -0.3740 -0.0569 -4.3340
H -1.4715 2.3115 -3.7461
H -3.4708 2.4763 -1.8917
H -4.3619 0.2026 -0.7676
H -3.2840 -2.1538 -1.3316
H 3.3297 -1.8303 -2.2121
H 2.4866 -4.5285 -1.8256
H 3.4818 -3.8500 -3.2721
H 1.6751 -4.0839 -3.5053
H -2.6340 -0.5963 3.9146
H -1.7357 0.2420 2.5365
H -4.3808 -0.3492 2.0823
H -3.1898 -1.0698 0.8494
H -4.9990 -2.5917 2.9351
H -3.3173 -3.3627 2.4618
H -2.9745 -5.8204 7.5959
H -1.3956 -7.4496 9.0356
H 0.8858 -8.3058 7.9647
H 1.6688 -7.5852 5.4158
H 0.0319 -5.9233 3.9872
H -1.2245 -3.3993 7.6079
H 1.1815 -2.3493 8.1493
H 6.1037 -1.5899 6.1937
H 5.8197 -2.1060 7.9577
H 5.4844 -0.3200 7.4512
C -5.2700 4.0921 -9.0387
O -4.5768 3.6241 -7.8844
P -3.5134 4.7222 -7.0984
O -3.3942 3.8200 -5.8777
O -4.7170 5.8197 -6.9142
C -5.7626 5.5540 -5.9939
O -2.4085 5.8683 -6.4470
C -1.0604 5.6680 -6.8651
H -5.1940 3.3392 -9.8250
H -6.3247 4.2250 -8.7837
H -4.8638 5.0349 -9.4065
H -5.7828 4.5173 -5.6642
H -6.7141 5.7786 -6.4852
H -5.6527 6.2147 -5.1325
H -0.9873 5.7752 -7.9494
H -0.7159 4.6751 -6.5656
H -0.4310 6.4221 -6.3898
C 1.8591 7.9243 -1.4398
O 1.4712 7.4672 -2.7334
P 2.7203 7.1454 -3.8687
O 1.7595 6.4259 -4.8044
O 3.4367 6.0979 -2.8344
C 2.8064 4.8545 -2.5662
O 4.0441 6.9297 -4.9474
C 4.2536 8.0306 -5.8261
H 1.2363 8.7774 -1.1659
H 1.6870 7.1209 -0.7188
H 2.9075 8.2226 -1.4078
H 1.7730 4.8223 -2.9047
H 2.8198 4.6914 -1.4846
H 3.3776 4.0570 -3.0439
H 4.4900 8.9277 -5.2505
H 3.3622 8.2038 -6.4345
H 5.0940 7.7984 -6.4822
*
```

- E_LUMO (eV) = -2.4
- energy (Eh) = -5049.9686
- highest occupied orbital energy (eV) = -7.830
- frontier orbital gap (eV) = 5.41
- SMILES string = CC[C@H](I)c1c2c(cc(COc3ccccc3)c1[C@@H](C)F)N(CCCF)c1c(OC(=O)c3ccccc3)ccc(/C(Cl)=C(/C)Cl)c1S2.COP(=O)(OC)OC.COP(=O)(OC)OC

---

3.
DFT (wB97M-V/def2-TZVPD) results for 2 unconnected molecules or ions with the total composition ClO2S.

Structure (ORCA input):
```
! wB97M-V def2-TZVPD RIJCOSX def2/J DEFGRID3
* xyz -1 1
O -0.1247 -1.5153 0.3948
O -2.1083 1.2403 -0.1530
S 0.1052 -0.2274 -0.3648
Cl 2.1278 0.5024 0.1229
*
```

- E_LUMO (alpha / beta) (eV) = 2.8 / 3.5
- energy (Eh) = -1008.7610
- highest occupied orbital energy (alpha / beta) (eV) = -4.064 / -3.258
- frontier orbital gap (alpha / beta) (eV) = 6.88 / 6.81